# 1
The following is a quantum chemistry calculation of a 7-piece molecular cluster, C4H24N2O7 overall in a non-equilibrium geometry, from the OMol25 dataset.

Output
Highest occupied orbital energy in eV: -9.51
SMILES: C[C@@H](N)CNCO.O.O.O.O.O.O

CARTESIAN COORDINATES (ANGSTROEM)
O 1.765 0.271 2.480
O 1.044 2.350 1.040
O -1.570 -0.073 1.217
O 0.811 3.075 -1.607
O -1.378 2.596 2.264
O -2.470 -3.257 0.217
O -0.526 1.375 -3.302
N 0.820 -1.731 0.907
N -1.099 -1.025 -1.074
C -1.714 -0.011 -0.166
C 2.716 -2.036 -0.765
C 1.211 -2.053 -0.467
C 0.415 -0.900 -1.193
H -0.796 -0.781 1.510
H -1.723 1.675 2.003
H -1.382 1.034 -0.371
H 0.615 4.007 -1.650
H 0.963 2.755 0.115
H 0.998 0.096 -0.972
H 3.410 -1.587 0.089
H -2.815 -0.291 -0.265
H -0.747 0.504 -2.916
H 1.177 -0.840 1.291
H 0.592 -1.072 -2.255
H 1.781 0.813 3.278
H -2.696 -3.487 1.178
H 3.180 -1.736 -1.608
H -1.363 -1.974 -0.727
H 1.013 -2.502 1.522
H -1.842 3.291 1.866
H 1.599 0.919 1.707
H 0.791 -3.136 -0.742
H -2.059 -2.363 0.423
H 0.452 2.478 -2.228
H 3.369 -2.986 -0.426
H 0.187 1.275 -3.929
H 0.082 2.483 1.356

# 2
The following is a quantum chemistry calculation of C29H39As2HfN4OS3 as an isolated structure, from the OMol25 dataset.

Output
Highest occupied orbital energy in eV: -9.64
Charge: +1

CARTESIAN COORDINATES (ANGSTROEM)
Hf 0.227 -0.259 0.048
As 3.125 -0.412 -0.061
As 1.474 -0.107 2.718
S 0.386 0.412 -2.364
S 0.762 2.159 0.240
S -1.891 -0.013 1.399
O 0.149 -2.461 1.229
N -3.948 0.408 -0.351
N -4.364 1.309 0.471
N -2.489 -1.082 -1.098
N -1.309 -1.543 -1.034
C 0.653 2.701 -3.871
C 3.804 0.774 1.330
C 3.499 1.889 3.448
C -5.592 1.992 0.268
C -7.962 3.364 -0.036
C -1.480 -3.981 -3.843
C -7.574 2.419 -0.977
C 4.975 1.490 1.127
C -0.783 -4.690 0.779
C 3.735 0.443 -1.677
C 0.436 -3.878 1.136
C -0.964 -2.499 -2.047
C 2.275 -1.797 3.252
C 0.779 2.900 -1.364
C 0.634 2.155 -2.466
C -7.152 3.620 1.061
C 5.403 2.412 2.076
C 0.983 4.386 -1.353
C -1.902 -3.052 -2.906
C -6.384 1.722 -0.837
C 3.072 0.966 2.507
C 0.790 -3.788 -3.070
C 0.716 0.468 4.395
C -5.959 2.932 1.219
C 4.663 2.618 3.228
C 4.344 -1.918 0.077
C -2.816 -0.201 -0.097
C -0.143 -4.351 -3.929
C 0.372 -2.863 -2.126
H 6.310 2.976 1.906
H -2.204 -4.421 -4.516
H 1.668 2.947 -4.192
H 5.348 -1.531 -0.102
H 3.196 -1.591 3.795
H 1.109 -2.423 -1.454
H 3.426 -0.168 -2.523
H -1.545 -4.615 1.558
H -1.216 -4.377 -0.169
H 0.050 3.606 -3.954
H 1.580 -2.333 3.899
H 4.986 3.347 3.959
H 4.301 -2.354 1.071
H 0.187 4.881 -0.794
H -0.069 -0.232 4.677
H -5.321 3.125 2.074
H 0.287 1.464 4.304
H 1.002 4.798 -2.360
H 2.935 2.062 4.355
H 1.500 0.461 5.150
H -0.507 -5.742 0.694
H -7.445 4.355 1.798
H -3.783 1.565 1.265
H 1.833 -4.067 -3.138
H 5.561 1.361 0.226
H 4.819 0.538 -1.657
H -8.203 2.218 -1.834
H 1.925 4.645 -0.867
H 0.171 -5.075 -4.668
H -2.940 -2.759 -2.838
H -0.700 -2.322 1.669
H 2.475 -2.415 2.383
H -8.894 3.899 -0.159
H 3.251 1.415 -1.746
H -6.076 0.987 -1.565
H 1.226 -3.971 0.391
H 0.253 1.972 -4.573
H 0.847 -4.191 2.098
H 4.111 -2.678 -0.667

# 3
The following is a quantum chemistry calculation of C32H31F5N4O4STeW as an isolated structure, from the OMol25 dataset.

Output
Highest occupied orbital energy in eV: -8.26

CARTESIAN COORDINATES (ANGSTROEM)
W 0.476 0.556 0.628
Te -0.533 4.068 -0.095
S 3.220 -3.239 -0.441
F 0.979 4.298 -1.288
F -1.881 3.147 0.972
F -1.422 3.293 -1.618
F -0.073 1.570 2.183
F 0.753 4.122 1.376
O 0.234 -0.052 -1.350
O 0.250 2.172 -0.097
O -0.119 -2.226 4.457
O -0.104 -0.795 2.056
N -1.604 0.247 0.176
N -1.999 0.291 -1.138
N 2.140 0.659 2.149
N 1.379 -1.606 0.284
C 2.989 1.954 -0.734
C 4.261 2.024 -1.292
C 1.346 -5.243 0.210
C -2.176 -5.649 2.693
C -1.244 0.045 -6.112
C 3.236 -0.414 -0.564
C 4.509 -0.350 -1.127
C 1.713 -3.905 0.109
C -0.023 -0.186 -5.496
C 2.582 -1.659 -0.208
C -3.480 -0.095 3.283
C 0.065 -5.533 0.624
C -0.874 -4.521 0.902
C 2.454 0.725 -0.358
C -2.930 -5.815 0.302
C 5.026 0.880 -1.486
C -2.362 -0.109 2.434
C -3.429 -0.707 4.509
C -2.373 0.304 -5.345
C 1.189 -1.676 4.450
C -0.947 0.130 -1.875
C -1.059 0.094 -3.345
C -2.269 -1.389 4.887
C -2.284 0.329 -3.964
C -2.543 0.250 1.059
C -3.182 -3.685 1.554
C 0.071 -0.164 -4.113
C -2.281 -4.905 1.354
C -0.488 -3.200 0.786
C 0.825 -2.881 0.430
C -1.162 -1.430 4.067
C -1.167 -0.735 2.836
H -3.006 -5.302 -0.658
H 1.647 -1.760 3.463
H 1.691 0.469 3.040
H -2.218 -1.919 5.830
H -4.384 0.396 2.944
H -1.317 0.029 -7.192
H 2.413 2.860 -0.622
H 1.171 -0.629 4.773
H -3.936 -6.094 0.622
H -1.717 -5.011 3.451
H -2.809 -3.026 2.341
H 5.084 -1.256 -1.286
H -4.283 -0.688 5.171
H -1.197 -2.413 0.970
H -3.149 0.547 -3.352
H -2.364 -6.734 0.151
H -3.549 0.420 0.688
H -3.287 -3.106 0.633
H -4.177 -4.022 1.851
H 1.767 -2.252 5.169
H -3.323 0.495 -5.826
H 1.017 -0.334 -3.619
H 6.014 0.948 -1.921
H 4.653 2.990 -1.585
H -1.574 -6.555 2.605
H 2.047 -6.032 -0.031
H 2.454 1.628 2.157
H -3.170 -5.938 3.041
H 2.947 0.059 2.010
H -0.224 -6.571 0.722
H 0.859 -0.381 -6.093

# 4
The following is a quantum chemistry calculation of one molecule with the formula C3H5N in a non-equilibrium geometry, from the OMol25 dataset.

Output
Highest occupied orbital energy in eV: -9.72
SMILES: C#CCN

CARTESIAN COORDINATES (ANGSTROEM)
N 1.430 -0.636 -0.176
C 0.663 0.599 0.094
C -0.850 0.362 -0.142
C -1.877 -0.324 0.122
H 2.400 -0.120 0.444
H -2.862 -0.525 -0.108
H 0.780 1.395 -0.818
H 1.027 1.235 0.880
H 1.031 -1.355 0.386

Calculated DFT total energy (eV), listed in the same order as above: -21847.547 -194199.714 -81384.175 -4677.654